{
  "formula": "C4H9N2O2",
  "method": "ωB97M-V/def2-TZVPD",
  "symbols": ["C", "C", "C", "C", "N", "N", "O", "O", "H", "H", "H", "H", "H", "H", "H", "H", "H"],
  "coordinates": [[-1.57547, 1.38793, -0.67947], [-1.42495, -0.99231, -1.14448], [1.94695, 0.29116, -0.05944], [-1.64595, -0.20947, 1.10267], [-1.50458, 0.00916, -0.43076], [2.97142, -0.42576, 0.25728], [-0.67247, 2.21590, -0.42566], [0.85148, 0.21319, 0.44037], [-1.55077, -2.11798, -0.83246], [-1.19965, -0.92886, -2.20643], [1.99487, 1.04814, -0.90415], [-2.74863, -0.18208, 1.21925], [-1.24770, -1.25242, 1.23330], [-1.02260, 0.56530, 1.53652], [2.87620, -1.06467, 1.10448], [3.85691, -0.28152, -0.13341], [0.09493, 1.72427, -0.07758]],
  "forces_ev_per_a": [[-3.3, 1.2, -1.9], [0.2, -4.5, -2.8], [-0.1, 2.2, -2.6], [-1.0, -1.2, -1.5], [1.5, 1.0, 3.9], [0.1, -2.3, 2.7], [0.4, -0.8, 0.2], [-1.7, -0.1, 1.4], [0.1, 2.7, 0.1], [-0.2, 0.5, 0.0], [1.1, -0.8, 0.6], [0.9, 0.3, 0.7], [-0.4, 1.3, 0.3], [-0.5, -0.3, 0.6], [0.3, 1.2, -1.7], [1.3, 0.2, -0.6], [1.3, -0.4, 0.6]],
  "nbo_charge": [0.500, 0.030, 0.543, -0.395, -0.349, -0.756, -0.544, -0.719, 0.239, 0.220, 0.135, 0.248, 0.245, 0.249, 0.429, 0.424, 0.500],
  "e_lumo_ev": -4.381,
  "max_force_ev_per_a": 5.35,
  "total_energy_ha": -417.4202,
  "charge": 1,
  "e_above_lowest_kcal_mol": 101.1,
  "molar_mass_g_mol": 117.13
}

{
  "formula": "C2H6N5",
  "method": "ωB97M-V/def2-TZVPD",
  "symbols": ["C", "C", "N", "N", "N", "N", "N", "H", "H", "H", "H", "H", "H"],
  "coordinates": [[2.52950, 0.22941, -0.05214], [-0.90504, 0.04907, -0.04002], [3.30620, 1.01553, 0.34226], [-1.66076, 1.15522, 0.20735], [-1.29947, -1.12862, 0.55551], [1.89496, -0.84877, -0.35047], [-0.04431, 0.07457, -1.04124], [-2.31981, 0.96882, 0.94705], [-1.34519, 2.11149, 0.17577], [-2.15759, -1.13969, 1.07541], [-0.71098, -1.89688, 0.53967], [2.23819, -1.49743, -1.09714], [0.47432, 0.90728, -1.26202]],
  "forces_ev_per_a": [[1.3, -1.1, -0.4], [-2.1, -0.4, 1.0], [-0.4, 0.6, 0.1], [0.2, -1.5, 0.8], [0.0, 3.8, -1.1], [-1.5, -0.5, -0.1], [1.7, -1.3, -0.4], [-0.4, 0.5, 0.0], [0.3, -0.1, -0.5], [0.1, -0.2, 0.3], [1.1, -1.7, -0.2], [-0.2, 1.2, 0.5], [-0.1, 0.6, 0.1]],
  "nbo_charge": [0.315, 0.614, -0.139, -0.730, -0.733, -0.464, -0.393, 0.408, 0.440, 0.422, 0.432, 0.436, 0.390],
  "e_lumo_ev": [-7.226, -6.900],
  "max_force_ev_per_a": 3.96,
  "total_energy_ha": -353.2027,
  "charge": 1,
  "e_above_lowest_kcal_mol": 89.5,
  "molar_mass_g_mol": 100.10
}

{
  "formula": "C22H25FN4O",
  "method": "ωB97M-V/def2-TZVPD",
  "symbols": ["C", "C", "H", "H", "O", "C", "C", "C", "C", "C", "C", "N", "C", "C", "N", "C", "C", "H", "H", "H", "H", "C", "C", "C", "N", "N", "C", "H", "H", "C", "C", "C", "C", "C", "C", "H", "H", "F", "H", "H", "H", "H", "H", "H", "H", "H", "H", "H", "H", "H", "H", "H", "H"],
  "coordinates": [[-5.54558, -1.32740, 2.18184], [-5.04236, -2.03773, 0.92708], [-5.83376, -2.09805, 0.16985], [-4.73537, -3.05726, 1.17966], [-3.87762, -1.44809, 0.39380], [-3.96160, -0.28267, -0.32437], [-5.14883, 0.33672, -0.67591], [-5.15130, 1.48118, -1.46056], [-3.95825, 2.01868, -1.89339], [-2.76274, 1.41905, -1.53393], [-2.73016, 0.27092, -0.74917], [-1.54060, -0.38878, -0.43843], [-1.20096, -0.58331, 0.95526], [-0.22736, -1.75020, 1.08457], [0.96504, -1.45718, 0.31598], [0.60664, -1.28433, -1.07695], [-0.35717, -0.10779, -1.21644], [-0.63386, 0.00333, -2.26626], [0.15616, 0.80715, -0.87499], [1.51140, -1.08421, -1.65449], [0.12477, -2.19268, -1.48199], [2.02311, -2.43072, 0.50403], [3.31906, -1.93722, -0.05136], [3.78205, -0.62997, -0.14840], [4.98452, -0.71193, -0.77438], [5.33036, -1.96018, -1.06279], [4.33002, -2.71067, -0.64518], [4.35783, -3.77416, -0.77502], [5.61450, 0.04662, -0.98186], [3.18468, 0.63882, 0.23673], [2.45422, 0.74812, 1.41909], [1.86284, 1.94502, 1.77179], [2.00663, 3.03546, 0.93205], [2.73202, 2.96062, -0.24274], [3.32150, 1.75782, -0.58403], [3.87130, 1.68364, -1.51110], [2.82337, 3.83056, -0.87389], [1.42585, 4.20667, 1.27008], [1.29629, 2.04516, 2.68436], [2.35889, -0.10811, 2.06409], [1.78328, -3.40446, 0.03765], [2.13135, -2.60533, 1.58146], [0.04884, -1.87869, 2.13445], [-0.72409, -2.67232, 0.73534], [-2.10401, -0.79402, 1.52336], [-0.72014, 0.32314, 1.36022], [-1.83597, 1.86349, -1.86119], [-3.94832, 2.91007, -2.50238], [-6.09140, 1.93915, -1.72816], [-6.09619, -0.07409, -0.36398], [-6.42071, -1.84173, 2.56962], [-5.80904, -0.29553, 1.96336], [-4.76975, -1.32859, 2.94378]],
  "forces_ev_per_a": [[0.2, -0.1, -0.4], [-0.4, -0.1, 0.3], [0.1, 0.0, 0.0], [-0.1, 0.1, -0.1], [0.3, 0.3, -0.3], [0.1, 0.0, 0.1], [-0.1, -0.2, 0.1], [0.0, 0.1, -0.1], [-0.2, 0.1, -0.1], [0.1, -0.1, 0.1], [-0.2, 0.0, 0.0], [0.1, -0.2, -0.1], [0.0, -0.2, 0.3], [-0.1, 0.2, 0.1], [-0.1, -0.4, -0.1], [0.0, 0.3, -0.2], [0.2, -0.2, -0.2], [0.0, 0.0, 0.0], [0.0, 0.0, -0.1], [0.0, 0.0, 0.0], [0.0, 0.0, 0.0], [0.0, 0.1, 0.1], [0.1, 0.3, 0.0], [-0.1, -0.6, 0.0], [-0.3, 0.1, 0.2], [0.7, -0.4, -0.4], [0.0, 0.4, 0.1], [0.0, -0.3, -0.1], [0.0, -0.1, 0.0], [0.0, 0.4, 0.0], [0.2, 0.2, -0.1], [0.0, 0.2, 0.0], [0.1, -0.1, -0.1], [-0.2, 0.3, 0.2], [-0.1, -0.2, 0.2], [0.0, 0.0, -0.1], [0.0, 0.1, 0.0], [0.1, -0.1, 0.0], [-0.1, 0.0, 0.1], [0.0, -0.1, 0.1], [0.0, 0.0, 0.1], [-0.1, -0.1, -0.1], [0.0, 0.0, 0.0], [0.0, 0.0, 0.0], [0.1, 0.1, 0.0], [0.0, 0.0, 0.0], [0.1, 0.0, 0.0], [0.0, 0.1, 0.0], [-0.1, 0.0, 0.0], [0.0, -0.1, 0.1], [-0.1, 0.0, 0.1], [-0.1, 0.1, 0.0], [0.0, 0.0, 0.1]],
  "nbo_charge": [-0.639, -0.060, 0.171, 0.192, -0.520, 0.347, -0.304, -0.222, -0.226, -0.240, 0.104, -0.445, -0.207, -0.224, -0.444, -0.217, -0.223, 0.213, 0.177, 0.211, 0.170, -0.228, -0.160, 0.176, -0.332, -0.259, -0.043, 0.206, 0.408, -0.103, -0.136, -0.281, 0.395, -0.278, -0.191, 0.213, 0.230, -0.324, 0.231, 0.222, 0.180, 0.205, 0.196, 0.172, 0.227, 0.170, 0.214, 0.212, 0.211, 0.212, 0.215, 0.215, 0.211],
  "e_lumo_ev": 0.761,
  "max_force_ev_per_a": 0.86,
  "total_energy_ha": -1247.4403,
  "smiles": "CCOc1ccccc1N1CCN(Cc2cn[nH]c2-c2ccc(F)cc2)CC1",
  "e_above_lowest_kcal_mol": 47.1,
  "molar_mass_g_mol": 380.47
}